A cluster of 8 separate species, C33H42O17 in total in a non-equilibrium geometry, computed with the ωB97M-V functional and the def2-TZVPD basis.

Element x y z (Å)
C1 1.64 14.45 33.36
C2 2.21 15.05 32.07
C3 2.44 16.48 31.92
O1 2.80 16.96 30.85
C4 2.30 17.27 33.11
C5 1.98 16.61 34.50
C6 1.57 15.19 34.59
O2 1.22 14.76 35.59
O3 2.26 17.15 35.68
O4 2.40 14.34 30.89
H1 1.33 13.39 33.35
H2 2.42 18.40 33.10
H3 2.76 18.05 35.59
H4 2.70 15.23 30.60
C7 5.74 9.28 32.00
C8 6.25 10.13 33.13
C9 6.21 11.58 33.08
O5 6.84 12.21 33.97
C10 5.43 12.23 32.08
C11 4.73 11.30 30.92
C12 5.11 9.85 30.84
O6 4.69 9.13 29.92
O7 3.65 11.86 30.16
O8 6.86 9.55 34.21
H5 5.77 8.24 32.09
H6 5.22 13.11 32.47
H7 3.72 12.69 30.37
H8 7.11 10.32 34.96
C13 4.32 13.62 36.26
C14 4.38 12.13 36.31
C15 4.97 11.31 37.38
O9 5.03 10.13 37.37
C16 5.51 12.16 38.52
C17 5.38 13.71 38.52
C18 4.80 14.44 37.40
O10 4.82 15.68 37.40
O11 5.89 14.42 39.56
O12 3.84 11.41 35.22
H9 3.78 14.21 35.45
H10 5.99 11.51 39.29
H11 6.38 14.17 40.23
H12 3.82 10.46 35.49
C19 4.17 21.72 35.76
C20 3.98 20.30 35.90
O13 3.32 19.61 35.04
C21 4.70 19.61 37.09
H13 5.22 21.94 36.18
H14 3.59 22.27 36.39
H15 4.03 22.00 34.78
H16 4.58 18.60 36.90
H17 4.18 20.09 37.88
H18 5.75 20.01 37.17
C22 3.84 22.76 29.65
C23 3.53 22.35 31.10
O14 3.39 23.17 32.03
C24 3.77 20.82 31.47
H19 3.14 22.49 28.88
H20 4.91 22.56 29.54
H21 4.07 23.77 29.74
H22 4.22 20.59 32.42
H23 4.46 20.34 30.96
H24 2.80 20.47 31.47
C25 6.08 15.80 32.92
C26 5.83 17.25 32.80
O15 5.55 17.85 31.82
C27 5.82 18.00 34.14
H25 6.03 15.50 31.84
H26 5.59 15.24 33.51
H27 7.35 15.74 33.12
H28 5.63 19.04 34.12
H29 6.74 18.09 34.58
H30 5.06 17.54 34.90
C28 6.29 19.66 28.05
C29 5.00 19.07 27.38
O16 5.14 18.50 26.25
C30 3.69 19.16 28.04
H31 7.11 19.51 27.54
H32 6.24 19.11 28.97
H33 6.03 20.77 28.21
H34 3.72 18.76 29.03
H35 3.23 18.52 27.28
H36 3.43 20.32 28.04
C31 4.27 15.43 27.64
C32 5.30 15.08 28.71
O17 4.81 14.55 29.63
C33 6.76 15.31 28.40
H37 4.96 15.81 26.72
H38 3.57 16.27 27.85
H39 3.98 14.46 27.25
H40 7.48 14.73 29.08
H41 6.92 16.42 28.55
H42 7.14 15.18 27.27

Values from the calculation:
**HOMO level**: -8.636 eV
**Net charge**: 0
**Energy above the lowest of the compared OMol25 structures with the same formula, charge and spin**: 14.971 eV
**Largest force on an atom**: 11.4 eV/A
**SMILES**: O=C1C=C(O)C(=O)C=C1O.O=C1C=C(O)C(=O)C=C1O.O=C1C=C(O)C(=O)C=C1O.CC(C)=O.CC(C)=O.CC(C)=O.CC(C)=O.CC(C)=O